[1]
A gas-phase ion, C7H12NOS (charge +1) in a non-equilibrium geometry. Source: the Open Molecules 2025 dataset; level of theory: wB97M-V/def2-TZVPD.

Output
**Total charge**: +1
**Calculated total energy**: -801.740582 Eh
**LUMO level**: -3.54 eV
**Relative energy (zero: lowest compared OMol25 entry of this formula, charge and spin)**: 69.8 kcal per mole
**SMILES string**: C=C1[C@H](S)C[C@H]2O[C@H]2[N@@H+]1C

CARTESIAN COORDINATES (ANGSTROEM)
C  1.91  -0.65  -0.94
C  0.78  -0.19  -0.43
C  0.20  1.15  -0.26
S  0.67  2.16  1.39
C  -1.33  1.32  -0.65
C  -2.18  0.06  -0.74
O  -1.72  -0.85  -1.67
C  -1.58  -1.25  -0.35
N  -0.11  -1.22  0.14
C  -0.24  -1.23  1.59
H  2.34  -1.64  -0.98
H  2.79  0.07  -1.16
H  0.63  1.82  -1.08
H  1.25  3.24  0.81
H  -1.73  1.93  0.15
H  -1.50  1.88  -1.65
H  -3.28  0.11  -0.65
H  -2.05  -2.16  -0.03
H  0.41  -2.00  -0.09
H  -0.48  -0.24  1.98
H  -1.01  -1.97  1.86
H  0.73  -1.38  1.95

Results of the Löwdin charge analysis, in e, for atoms 1 through 8: 0.1530, -0.3012, -0.4644, 0.7244, -0.1106, -0.1944, 0.0661, -0.1326

---

[2]
A molecular structure, C4H6N2 in a non-equilibrium geometry. Source: the Open Molecules 2025 dataset; level of theory: wB97M-V/def2-TZVPD.

Output
**Calculated total energy**: -265.374539 Eh
**LUMO level**: 1.03 eV
**Relative energy (zero: lowest compared OMol25 entry of this formula, charge and spin)**: 101.1 kcal per mole

CARTESIAN COORDINATES (ANGSTROEM)
C  -1.94  -0.39  0.13
C  -0.45  -0.25  0.17
C  0.52  0.92  0.17
N  1.27  0.70  -1.08
C  1.50  -0.30  -0.08
N  0.39  -1.22  0.14
H  -2.45  0.36  0.74
H  -2.19  -1.39  0.47
H  -2.30  -0.28  -0.90
H  1.07  1.05  1.08
H  2.06  1.34  -1.05
H  2.52  -0.54  0.22

Results of the Löwdin charge analysis, in e, for atoms 1 through 8: -0.0307, -0.3273, -0.1330, 0.0678, -0.3123, 0.1376, 0.0743, 0.0804